{"formula": "C55H47N8OOsP2S4Se2", "method": "ωB97M-V with the def2-TZVPD basis set", "species": ["H", "C", "H", "H", "C", "H", "C", "H", "C", "C", "C", "C", "C", "C", "H", "C", "N", "C", "H", "C", "H", "H", "C", "C", "N", "C", "C", "H", "C", "H", "H", "H", "C", "C", "H", "H", "H", "H", "C", "C", "S", "Se", "C", "H", "C", "Os", "C", "H", "C", "C", "H", "C", "H", "S", "C", "N", "H", "H", "C", "C", "C", "C", "P", "H", "H", "C", "H", "C", "C", "C", "C", "C", "C", "H", "C", "C", "H", "N", "N", "C", "H", "C", "H", "C", "H", "H", "C", "H", "C", "H", "N", "H", "H", "C", "H", "H", "Se", "C", "C", "S", "H", "C", "H", "C", "H", "H", "C", "H", "N", "S", "P", "N", "H", "H", "C", "H", "H", "C", "C", "O"], "positions_angstrom": [[1.5881, -1.4846, 5.7282], [-4.5287, -2.7511, -0.1154], [-0.3619, 0.2271, -5.9283], [0.1260, -2.9375, 7.0927], [-2.9724, -5.0864, -2.1126], [-6.6668, 5.4480, -0.6220], [5.0797, 0.9959, 6.0269], [-2.4127, -5.4663, -0.0769], [-1.4253, 3.8925, -3.2256], [-0.8136, 1.8789, 3.8987], [-2.1172, -5.0363, -1.0234], [1.9036, -2.9828, 4.2221], [-3.8228, 1.5766, -0.2943], [4.1231, 1.1019, -0.4601], [-0.5045, 1.1831, -3.5336], [3.6315, 1.7654, 0.6652], [-0.3176, 4.3876, -3.8051], [1.7469, -0.2884, 0.9541], [-6.5758, -2.5508, -0.8613], [4.2111, 1.5039, 5.0760], [0.9644, 4.6547, 4.6309], [-3.9355, -5.5694, -2.0346], [5.4697, 1.1466, -0.7587], [-0.4241, 3.0317, 4.5623], [1.2295, -0.9155, -0.1432], [1.6290, -4.2778, 3.7996], [4.4921, 2.4864, 1.4800], [2.8524, 1.0279, 3.4786], [-2.3683, -0.0639, -1.6455], [0.5812, -6.0876, 4.2403], [3.3943, 2.2674, -5.5270], [5.6190, 1.6669, 6.6771], [3.5353, 0.6457, 4.2249], [5.8427, 2.5222, 1.1729], [-3.9336, 0.8235, 0.4714], [2.0639, -4.6389, 2.8788], [-2.3258, -1.4537, -6.4147], [5.8431, 0.6243, -1.6260], [1.3631, -2.4932, 5.4068], [0.8015, -5.0810, 4.5628], [-4.5464, 2.0387, -3.7063], [0.5760, 2.1372, -0.7609], [1.6217, -1.7591, -4.0444], [-0.3934, 0.5321, 2.2858], [0.2625, -4.5979, 5.7446], [0.5593, -0.1977, -1.8683], [0.5432, -3.3078, 6.1673], [-4.3494, 4.6781, -1.0739], [0.6732, 3.7508, 4.1186], [-4.6658, 3.6726, -1.3863], [1.8324, -2.5450, -4.7654], [-4.5493, 2.7281, -0.2365], [-0.3555, 5.3187, -4.1820], [-5.0726, -0.8775, -1.7756], [2.9384, 1.4918, -4.9456], [-1.4218, 2.8127, -2.5153], [-1.6822, 1.3312, 4.2268], [4.0568, 2.5711, 5.0033], [-1.0964, 0.3306, -3.8619], [-3.3143, -2.0610, -0.3221], [4.5855, -1.2345, 5.3080], [-5.5545, -2.2286, -0.8300], [2.9996, -1.9451, 3.2132], [-0.3754, -5.2299, 6.3445], [6.5168, 3.0709, 1.8120], [1.9721, -1.3152, 1.8734], [2.8117, -0.2189, -6.3469], [-2.1318, -0.2214, -3.1380], [3.7239, -0.7215, 4.3402], [2.5487, 1.5765, -3.6120], [1.0442, 2.1301, 2.3970], [-2.9092, 1.3367, -1.3233], [-0.0848, 1.4258, 2.8155], [1.4665, -3.5400, -1.5780], [-3.7613, 3.2177, -2.5426], [-2.0947, -0.9766, -5.4814], [7.3916, 1.8600, -0.1473], [2.0152, 0.4123, -3.1988], [1.1237, -2.1907, 0.1019], [0.9381, -3.4123, -2.5251], [-7.1470, 3.8851, 0.0465], [-2.5740, -4.5444, -3.3226], [-5.1623, 2.9502, 0.6202], [2.6418, 0.2026, -5.3759], [4.7221, -2.3057, 5.3857], [-3.2357, -4.5861, -4.1734], [-0.8765, -4.4344, -1.1386], [-0.2090, -4.3769, -0.2916], [-0.4702, -3.9086, -2.3569], [4.1322, 3.0016, 2.3565], [-2.6301, 2.4454, -2.1074], [1.4348, -4.0255, -3.2876], [-2.3875, -2.3122, 0.1603], [-3.4413, -1.0328, -1.2001], [-0.9991, -3.5818, -4.4045], [2.2344, 3.9005, 2.6593], [4.5780, -2.9990, 2.2611], [-6.1285, 3.7666, -1.8642], [5.2608, -0.3737, 6.1503], [-3.0793, -1.2851, -4.1092], [3.4455, 0.5384, -1.0978], [2.0621, -0.4468, -4.2850], [-0.9851, 3.3758, 5.4185], [1.4017, 3.3169, 3.0237], [-6.1371, 4.3134, -2.8105], [0.5592, 4.0683, -3.4181], [-1.3244, -3.9661, -3.4482], [-4.6196, -3.5986, 0.5386], [1.0646, -2.0249, -2.9047], [-3.0069, 4.6309, -3.4578], [1.8433, 1.4977, 0.8982], [1.5569, -2.4576, 1.2790], [-6.4895, 2.7550, -2.0602], [2.6524, 2.4164, -2.9440], [-7.0461, 4.4600, -0.8701], [5.9287, -0.7684, 6.9008], [-8.0394, 4.5711, -1.2993], [-1.0879, -0.1086, -5.2092], [6.3342, 1.8498, 0.0667], [-1.2030, -0.3444, -0.9545]], "atomic_forces_ev_per_a": [[-0.003, 0.021, 0.067], [-0.169, -0.121, 0.102], [0.053, 0.049, -0.172], [-0.020, 0.012, 0.054], [0.049, -0.104, -0.025], [-0.038, 0.188, 0.104], [-0.012, 0.096, 0.007], [-0.057, -0.034, 0.060], [-1.688, 0.499, -0.355], [0.035, -0.032, -0.015], [-0.048, -0.036, 0.088], [0.103, 0.330, -0.139], [-1.754, 1.190, 0.835], [-0.176, -0.095, -0.082], [0.017, -0.031, 0.112], [-0.464, 0.189, -0.015], [0.260, -0.091, 0.191], [-0.191, -0.036, 0.353], [-0.240, -0.113, 0.005], [0.037, 0.139, 0.035], [0.024, 0.108, 0.009], [-0.078, 0.014, 0.062], [-0.017, -0.007, 0.004], [0.024, 0.015, -0.005], [0.620, 0.942, 0.436], [0.004, -0.012, -0.029], [-0.145, 0.036, 0.015], [0.064, 0.022, 0.142], [-0.599, -0.004, -0.687], [-0.003, -0.084, -0.028], [0.135, 0.191, -0.049], [0.031, 0.092, 0.086], [-0.133, -0.228, -0.030], [0.109, 0.025, 0.055], [0.032, -0.093, 0.059], [0.059, -0.026, -0.013], [-0.037, -0.023, -0.203], [0.040, -0.064, -0.062], [0.017, 0.042, -0.161], [0.000, -0.031, -0.023], [0.364, 0.689, -0.018], [0.376, -0.665, -0.514], [0.316, 0.196, -0.305], [-0.001, -0.023, 0.054], [-0.039, 0.043, 0.077], [-3.277, -1.097, 0.401], [-0.082, -0.007, 0.115], [-0.018, 0.020, 0.166], [0.043, 0.110, 0.081], [0.253, 0.141, 0.030], [-0.089, -0.052, 0.057], [0.334, -0.776, -0.256], [0.101, 0.016, 0.039], [-0.048, -0.364, 0.385], [0.018, 0.040, 0.094], [1.214, -0.641, -0.472], [-0.103, -0.083, 0.034], [0.002, 0.106, -0.026], [0.002, -0.210, 0.208], [0.209, 0.275, -0.058], [-0.075, -0.055, 0.026], [0.138, 0.290, -0.191], [1.273, -0.383, 0.486], [-0.047, -0.055, 0.045], [0.060, 0.041, 0.074], [-0.047, 0.438, -0.324], [0.103, -0.116, -0.189], [-0.239, -0.213, -0.224], [-0.387, -0.078, -0.295], [0.106, 0.326, -0.052], [0.100, -0.029, -0.394], [1.643, 2.300, -2.197], [0.042, -0.107, -0.051], [-0.001, -0.101, -0.286], [-1.694, -0.257, -1.158], [-0.115, 0.019, 0.368], [0.097, 0.053, -0.024], [-0.165, -0.147, 0.036], [-0.416, -0.836, -0.687], [-0.009, -0.852, 0.571], [-0.058, -0.006, 0.161], [-0.073, -0.043, -0.035], [-0.065, -0.092, 0.227], [-0.212, -0.171, 0.313], [0.072, 0.004, -0.010], [-0.089, -0.022, -0.120], [-0.006, -0.049, -0.034], [0.048, -0.048, 0.088], [0.048, 0.010, -0.044], [-0.001, 0.009, 0.080], [0.040, -2.399, 2.279], [0.013, 0.163, 0.081], [0.210, -0.032, 0.041], [-0.326, 0.110, -0.060], [0.020, 0.085, -0.129], [0.052, 0.063, 0.037], [-0.127, 0.124, 0.165], [-0.145, 0.101, 0.167], [-0.038, -0.053, -0.010], [0.730, 0.552, -0.104], [0.166, 0.054, 0.074], [0.116, 0.102, -0.037], [-0.024, 0.035, 0.054], [0.095, -0.031, -0.074], [-0.032, -0.139, 0.016], [0.025, 0.086, -0.173], [0.076, -0.096, 0.139], [-0.076, -0.176, 0.123], [-0.023, 1.495, -0.054], [0.568, -0.323, 0.333], [0.735, -0.567, 0.618], [-0.461, 0.014, 0.036], [0.044, 0.115, -0.153], [-0.109, 0.017, 0.073], [0.168, -0.046, -0.053], [0.061, -0.026, 0.046], [-0.050, 0.029, 0.011], [0.144, -0.148, -0.213], [-0.059, 0.002, 0.037], [2.761, 0.409, -0.307]], "mulliken_charge": [0.4268, -0.7138, 0.5665, 0.4136, -0.4296, 0.3305, -0.6345, 0.4392, -0.0043, -0.9579, -0.8658, 0.3775, -1.2445, -0.6884, 0.6121, 1.1800, -0.3715, -0.3850, 0.5240, -0.6762, 0.4868, 0.4326, -0.8910, -0.6040, 1.2915, -0.1545, -0.2151, 0.0042, 5.0571, 0.4165, 0.5204, 0.4077, 1.2612, -0.8200, 0.7178, 0.4150, 0.5260, 0.5160, -0.2244, -0.8425, -0.3964, 0.1581, 0.2886, 0.5539, -0.4317, 0.8877, -0.7399, 0.3968, -0.8732, 0.1918, 0.4831, -1.1354, 0.2561, 0.1489, -1.2730, 0.1350, 0.5429, 0.4217, -1.7515, -1.3883, -0.6559, -0.7723, 0.3047, 0.4100, 0.4629, -0.2479, 0.5978, 1.2178, -0.4633, -0.5471, 0.7052, -0.7404, -0.4124, 0.4262, 0.4188, -0.9683, 0.4150, 0.7828, -0.2310, -1.9050, 0.3182, -0.8121, 0.5288, -0.9796, 0.4342, 0.4366, -0.3210, 0.5334, 0.8549, 0.1133, 0.6309, 0.7333, 0.6527, -2.0561, 0.4307, 0.5599, -0.3127, -0.6261, -0.7916, 0.0707, -0.0074, -0.5609, 0.4424, -0.3786, 0.4487, 0.1423, -0.0109, 0.4916, -0.0685, -0.2663, 1.0232, -0.4184, 0.3269, 0.7429, -1.3511, 0.4228, 0.3996, -1.0757, -0.7205, -0.4535], "largest_force_ha_per_bohr": 0.070, "mol_weight_g_mol": 1374.4, "total_energy_ev": -266834.9481, "charge": 1}